3 unconnected molecules or ions with the total composition C4H13NO4. Source: the OMol25 dataset; level of theory: ωB97M-V/def2-TZVPD.

Cartesian coordinates (Å):
O (0.33172, 1.92931, -2.21953)
C (0.60623, 1.43992, -1.15704)
C (1.97856, 1.23247, -0.60988)
C (2.02335, 0.89738, 0.88994)
N (1.08683, -0.16815, 1.18834)
C (1.19011, -1.51276, 0.70319)
O (0.13846, -1.83324, -0.17749)
H (-0.20472, 1.06514, -0.49327)
H (2.61573, 2.06016, -0.96634)
H (2.48489, 0.42488, -1.14088)
H (1.73431, 1.76107, 1.47565)
H (3.03127, 0.63264, 1.18535)
H (0.37940, -0.04815, 1.88728)
H (1.17072, -2.18364, 1.55188)
H (2.12359, -1.58161, 0.16393)
H (-0.46974, -1.09280, -0.27329)
O (-2.80478, -1.41210, 1.74990)
H (-2.74125, -1.55616, 2.71342)
H (-3.58802, -0.92734, 1.49277)
O (-2.88669, 0.01902, -0.89844)
H (-2.63836, 0.95131, -0.91411)
H (-3.53442, -0.05029, -1.60874)

Cartesian forces (eV/Å) of the 6 atoms listed first:
O 0.2 0.2 -0.2
C -0.5 -0.4 0.3
C 1.2 0.2 -0.4
C -0.8 -0.2 -0.4
N -0.1 -0.2 0.2
C -0.3 1.4 0.0

Kohn-Sham gap: 9.3 eV
SMILES string: O=CCCNCO.O.O
ΔE to the lowest compared entry with this formula, charge and spin: 47.1 kcal/mol
highest occupied orbital energy: -8.7 eV